Entry 1:
C23H23Cl2N3O5S2 | ωB97M-V with the def2-TZVPD basis set

Each line ends with the natural charge from an NBO analysis.
Atoms and positions in Å:
C 2.067790 3.951532 -0.094422  -0.65
C 1.060026 3.138234 -0.844124  0.02
C -0.300972 3.250570 -0.581094  -0.22
C -1.227171 2.502788 -1.288730  -0.20
C -0.777139 1.624740 -2.253128  -0.25
S -1.935462 0.657477 -3.203344  2.31
O -1.221786 -0.146501 -4.153515  -0.94
O -2.969634 1.508336 -3.707472  -0.92
N -2.644465 -0.472763 -2.125957  -0.67
C -1.882756 -1.688705 -2.009729  -0.34
C -0.743674 -1.560592 -0.996528  0.68
O -0.513777 -0.519123 -0.417699  -0.63
N -0.050307 -2.713121 -0.824535  -0.61
C 0.986025 -2.914590 0.106818  0.17
C 1.154039 -4.172245 0.677598  -0.27
C 2.138750 -4.341321 1.631994  -0.18
C 2.921252 -3.280008 2.051249  -0.30
C 2.757879 -2.016111 1.477836  0.26
N 3.499683 -0.922043 1.892815  -0.68
C 4.431809 -1.038295 2.987705  -0.42
S 3.103098 0.630799 1.357695  2.31
C 1.397291 0.895695 1.903279  -0.88
O 3.189870 0.680365 -0.069243  -0.94
O 3.942299 1.538426 2.084734  -0.95
C 1.807928 -1.861252 0.469183  -0.31
C -3.496943 -0.095258 -1.094799  0.25
C -3.566028 -0.799330 0.110949  -0.26
C -4.451351 -0.421893 1.102505  -0.20
C -5.291662 0.664063 0.927862  -0.09
Cl -6.382970 1.127854 2.177349  0.03
C -5.239094 1.366032 -0.272798  -0.04
Cl -6.274013 2.715771 -0.534524  0.04
C -4.362716 0.987227 -1.272358  -0.30
C 0.569802 1.490506 -2.530513  -0.20
C 1.485092 2.254415 -1.832826  -0.19
H 2.552691 4.656183 -0.768808  0.23
H 1.603175 4.512747 0.712455  0.21
H 2.841132 3.303043 0.315266  0.24
H -0.645210 3.934994 0.180718  0.21
H -2.283502 2.597475 -1.096652  0.23
H -2.547550 -2.520811 -1.758029  0.23
H -1.450591 -1.864893 -2.998779  0.28
H -0.386810 -3.541240 -1.295465  0.40
H 0.527095 -4.998764 0.379057  0.21
H 2.289803 -5.313967 2.075276  0.22
H 3.661023 -3.447625 2.815370  0.22
H 5.247995 -1.714846 2.728544  0.20
H 3.938541 -1.389744 3.898318  0.19
H 4.836552 -0.044420 3.159279  0.26
H 1.252188 0.326674 2.812035  0.24
H 0.696446 0.594613 1.134050  0.29
H 1.307457 1.954760 2.106422  0.26
H 1.723106 -0.928177 -0.052325  0.26
H -2.921128 -1.639952 0.303014  0.21
H -4.488955 -0.973294 2.028663  0.23
H -4.350580 1.529840 -2.202770  0.27
H 0.877393 0.794213 -3.294106  0.24
H 2.539017 2.151510 -2.033763  0.23

Forces on the atoms, in the same order (eV/Å):
0.007 -0.025 -0.015
-0.059 -0.032 -0.088
-0.041 -0.097 -0.054
-0.129 0.086 0.031
-0.381 -0.253 -0.459
-0.187 0.013 -0.055
0.269 0.008 0.285
0.020 0.079 0.337
0.902 0.270 -1.084
0.153 0.009 -0.120
-0.239 -0.010 0.017
-0.040 -0.173 -0.015
0.156 -0.441 -0.142
0.186 0.041 0.360
0.017 0.055 -0.057
-0.083 0.020 -0.116
0.188 0.205 0.132
-0.523 -0.589 -0.387
0.022 1.008 -0.241
0.278 0.155 0.311
-0.037 0.081 0.379
0.598 -0.216 -0.325
-0.181 -0.233 -0.111
-0.054 -0.055 0.326
-0.114 -0.163 -0.143
-0.823 0.520 0.663
0.132 0.015 -0.231
-0.127 0.119 -0.072
0.071 0.008 -0.123
-0.049 -0.045 0.165
0.133 -0.188 0.164
-0.064 0.146 -0.120
-0.095 -0.052 0.074
0.102 -0.060 -0.148
-0.203 0.021 0.005
0.073 0.074 0.015
0.009 0.058 0.074
0.091 0.085 0.046
-0.024 0.081 0.073
-0.106 0.106 0.074
0.053 0.062 0.001
-0.042 -0.284 0.247
-0.010 0.159 0.009
-0.099 -0.090 -0.016
0.015 -0.072 0.044
0.086 0.015 0.097
-0.043 -0.010 -0.002
0.017 -0.030 -0.016
0.123 -0.194 0.151
-0.030 -0.090 0.193
-0.042 -0.100 -0.109
0.104 0.216 -0.002
-0.124 -0.042 -0.074
0.070 -0.084 0.026
-0.008 -0.039 0.085
-0.144 0.037 0.062
0.124 -0.063 -0.075
0.101 -0.020 -0.048

Results
Gap between HOMO and LUMO = 0.3255 Eh
E_HOMO = -8.573 eV
SMILES = Cc1ccc(S(=O)(=O)N(CC(=O)Nc2cccc(N(C)S(C)(=O)=O)c2)c2ccc(Cl)c(Cl)c2)cc1

***

Entry 2:
C5H7NO | ωB97M-V with the def2-TZVPD basis set

Each line ends with the natural charge from an NBO analysis.
Atoms and positions in Å:
C -2.298133 -0.889418 0.507428  -0.30
N -1.514045 -0.043317 -0.144251  -0.39
C -0.185946 -0.102610 -0.368143  -0.06
C 0.936509 -0.195884 0.666440  0.04
C 1.929791 0.003243 -0.495708  -0.40
C 0.790541 1.047039 -0.604387  0.04
O 0.900544 1.278428 0.855948  -0.54
H -3.366187 -0.746893 0.488271  0.19
H -1.851097 -1.797652 0.884083  0.19
H -1.989249 0.705454 -0.644297  0.41
H 1.037023 -0.793265 1.574872  0.20
H 1.950777 -0.788206 -1.250704  0.21
H 2.919519 0.386259 -0.229456  0.21
H 0.739956 1.936820 -1.240093  0.20

Forces on the atoms, in the same order (eV/Å):
0.153 -0.010 -0.039
0.072 0.047 -0.157
-0.062 0.144 0.124
0.118 -0.484 0.314
0.153 -0.068 -0.068
-0.052 0.292 -0.400
-0.046 -0.072 0.036
0.116 0.086 -0.030
-0.065 0.151 0.127
0.016 -0.109 0.069
-0.063 0.003 -0.212
0.035 0.213 0.119
-0.290 0.042 0.041
-0.084 -0.237 0.076

Results
Gap between HOMO and LUMO (spin up / spin down) = 0.2804 / 0.2881 Eh
E_HOMO (spin up / spin down) = -6.907 / -6.989 eV
Energy relative to the best compared isomer or geometry (same formula, charge and spin) = 136.6 kcal/mol

***

Entry 3:
C6H37NO13 | ωB97M-V with the def2-TZVPD basis set

Each line ends with the Löwdin spin population.
Atoms and positions in Å:
C -0.836360 2.226372 1.235165  0.06
N -0.523543 0.847358 1.672602  0.03
C -0.494567 -0.160083 0.634952  0.03
C 0.104063 -1.448465 1.100740  0.03
C -0.407763 -2.735869 0.418338  0.02
C 0.375955 -4.005380 0.837180  0.01
C 0.772827 0.388716 -0.067240  0.01
O 0.643290 0.657486 -1.226176  0.01
H -0.133874 2.763189 0.695569  0.00
H -1.140644 2.744990 2.139339  0.02
H -1.774115 2.267448 0.619933  0.01
H -1.192103 0.584398 2.407956  0.06
H -1.322638 -0.215737 -0.146143  0.01
H 1.219726 -1.396242 1.329095  0.00
H -0.103916 -1.548513 2.188367  0.03
H -1.385292 -2.683230 0.839801  0.03
H -0.527177 -2.614167 -0.642474  0.00
H 0.378192 -4.570772 -0.038282  0.00
H 0.028693 -4.654717 1.711763  0.00
H 1.496179 -3.730441 0.913354  0.00
H 1.777698 0.442613 0.330642  0.00
H -4.546606 0.923535 -1.402892  0.02
H -3.883732 2.017604 -0.549910  0.01
O -3.715191 1.152156 -0.891112  0.08
H -2.531525 1.284268 -2.442387  0.01
H -0.810116 0.891027 -2.103597  0.00
O -1.527568 1.298118 -2.724025  0.02
H 3.766547 -1.289974 0.175161  0.00
H 4.967444 -1.550430 0.622340  0.00
O 4.132595 -2.061018 0.536127  0.01
H 4.069462 1.962112 1.391304  0.01
H 2.793473 1.221152 1.698635  0.01
O 3.536403 1.256177 1.108410  0.02
H -1.110127 4.437401 -2.973488  0.00
H -0.149897 3.095660 -2.775448  0.00
O -0.377624 3.987911 -2.522441  0.01
H -1.118649 0.064153 -3.964250  0.00
H -1.984008 -0.787954 -4.936963  0.00
O -1.079430 -0.506945 -4.751444  0.00
H -2.029473 4.313262 -0.217959  0.00
H -2.119799 3.928216 -1.673192  0.00
O -2.565673 3.883368 -0.816603  0.02
H -0.219286 -3.371127 -3.761465  0.00
H -0.392274 -1.843823 -3.917851  0.00
O -0.497112 -2.548824 -3.357396  0.00
H 1.631091 -2.582160 -3.420992  0.00
H 2.519301 -2.584226 -2.084754  0.00
O 2.539074 -2.831570 -3.027570  0.00
H 4.844317 -0.283991 2.569367  0.00
H 3.962544 -1.577134 2.377938  0.00
O 4.520528 -1.094190 2.949851  0.01
H -4.462363 -0.242711 3.730241  0.04
H -3.627383 0.080302 2.474636  0.07
O -4.288307 0.515798 3.168110  0.17
H 0.356802 2.523538 4.891673  0.02
H 1.216955 1.087767 4.660506  0.02
O 1.224978 2.073584 5.006963  0.06

Forces on the atoms, in the same order (eV/Å):
-3.538 -1.600 0.897
-0.800 0.277 0.817
2.930 1.742 -0.925
0.652 -1.677 2.793
0.701 0.911 1.857
1.312 1.096 0.794
-2.365 -1.037 -1.352
0.799 1.015 -2.410
1.943 0.651 -0.823
0.387 0.372 0.178
0.766 -0.313 0.269
0.197 0.107 -0.116
0.775 0.014 1.240
-0.705 0.048 -1.362
-0.720 -0.150 -0.382
-1.225 -0.835 -0.054
0.337 -0.125 -0.596
-0.124 -1.668 -1.267
0.381 1.340 -1.104
-1.652 -0.421 0.458
-0.100 -0.094 0.825
1.255 0.259 1.078
0.010 1.231 0.459
-1.360 -1.557 -1.694
3.252 -0.349 0.433
-2.063 0.791 -0.360
-0.785 -0.522 0.274
-2.566 1.614 -1.298
0.446 -1.497 0.566
1.910 -0.269 0.105
1.010 1.554 0.602
-0.598 0.121 0.768
-0.168 -1.553 -1.110
0.768 -1.058 -0.598
-0.939 -0.397 -0.672
0.398 1.784 0.786
-0.545 0.554 0.083
0.193 0.154 0.234
0.169 -0.002 -0.809
1.925 1.435 1.880
0.228 -0.370 0.652
-2.614 -1.133 -2.074
-0.051 0.011 -0.262
0.107 2.839 -2.835
-0.066 -3.543 3.281
1.991 -0.388 1.473
-0.295 -0.112 -0.681
-1.621 0.509 -0.618
-0.411 0.205 -0.549
-0.774 -0.394 -1.395
1.273 0.384 2.608
-0.103 -0.254 0.347
-1.705 1.254 1.709
1.790 -0.938 -2.066
0.697 -1.178 -0.193
-0.695 3.192 0.875
-0.016 -2.032 -0.739

Results
Gap between HOMO and LUMO (spin up / spin down) = 0.0762 / 0.3231 Eh
E_HOMO (spin up / spin down) = 0.219 / -6.542 eV
Net charge = -1
Energy relative to the best compared isomer or geometry (same formula, charge and spin) = 78.9 kcal/mol
Spin multiplicity = 2

***

Entry 4:
C3H4N2O2 | ωB97M-V with the def2-TZVPD basis set

Each line ends with the natural charge from an NBO analysis.
Atoms and positions in Å:
C -1.828387 0.306999 -0.196715  -0.66
C -0.440612 -0.079788 0.178949  0.42
C 1.558587 -0.279848 0.170351  0.68
H -2.156836 1.403866 0.247142  0.23
H -1.841600 0.311423 -1.283076  0.23
H -2.554329 -0.431058 0.161192  0.26
H 2.832139 0.696330 -0.717755  0.49
N -0.136091 -0.929712 1.127435  -0.29
N 1.200674 -1.103772 1.072808  -0.33
O 2.738820 -0.280570 -0.382227  -0.62
O 0.627636 0.386130 -0.378104  -0.41

Forces on the atoms, in the same order (eV/Å):
-0.327 2.549 0.779
-3.741 -1.658 3.543
2.987 -2.812 1.373
0.908 -2.735 -1.265
-0.426 0.348 -0.145
0.433 0.193 0.059
0.394 -2.697 0.542
-2.126 0.079 -0.765
0.714 0.022 0.719
1.799 3.788 -1.463
-0.616 2.922 -3.377

Results
Gap between HOMO and LUMO = 0.3547 Eh
E_HOMO = -9.331 eV
Energy relative to the best compared isomer or geometry (same formula, charge and spin) = 69.9 kcal/mol

***

Entry 5:
C3H4CuO2 | ωB97M-V with the def2-TZVPD basis set

Each line ends with the Löwdin spin population.
Atoms and positions in Å:
C -2.170228 1.346150 0.263580  0.02
O -0.815939 1.560465 0.082118  0.25
C 2.693634 -2.512547 -0.560760  0.11
C 2.449647 -1.350217 -0.268272  0.01
O 1.939494 -0.235421 0.012480  0.11
Cu 0.711838 0.900602 0.228976  0.47
H -2.772795 2.179183 -0.147736  0.00
H -2.505757 0.423482 -0.248670  0.01
H -2.463742 1.238706 1.325672  0.00
H 2.933852 -3.550405 -0.687388  0.01

Forces on the atoms, in the same order (eV/Å):
-0.970 -0.170 0.315
-1.462 1.069 -0.352
0.109 1.007 0.409
-0.630 -1.920 -0.347
2.070 -0.723 -0.233
-0.116 0.184 0.425
0.416 -0.252 0.032
0.239 0.297 0.089
0.296 0.014 -0.290
0.047 0.495 -0.047

Results
Gap between HOMO and LUMO (spin up / spin down) = 0.3367 / 0.2294 Eh
E_HOMO (spin up / spin down) = -8.951 / -8.698 eV
Energy relative to the best compared isomer or geometry (same formula, charge and spin) = 50.8 kcal/mol
Spin multiplicity = 2

***

Calculated total energy (computed, eV): -85647.4751; -8830.2801; -34926.2539; -10249.2321; -51905.8043